Entry 1:
37
Properties=species:S:1:pos:R:3:forces:R:3 method="wB97M-V/def2-TZVPD" e_above_lowest_kj_mol=212.08 molar_mass_da=277.34 homo_energy_ev=-11.1 energy_ha=-1259.565124 multiplicity=1
C 2.033 -2.935 2.033 -0.2 0.0 -1.1
C 1.608 -2.319 0.644 1.2 1.0 0.9
C 2.011 -0.801 0.674 -0.2 -0.6 -0.4
C 1.565 -0.049 -0.635 1.2 0.0 1.4
C 0.294 0.856 -0.489 0.1 -2.4 -2.1
C -0.934 -0.009 -0.985 -1.4 0.3 0.0
C -1.424 0.439 -2.417 -0.2 -0.4 0.3
C -2.166 -0.018 -0.015 -0.8 -1.0 -0.7
C -3.149 -1.182 -0.457 0.6 0.4 -0.1
O 0.525 1.860 -1.553 0.6 2.1 2.2
S 1.347 3.102 -0.836 1.0 1.7 -1.2
O 0.655 4.355 -0.815 -1.1 -1.3 0.3
O 2.626 3.222 -1.455 0.0 -1.4 0.9
O 1.381 2.529 0.733 -0.2 -0.5 -1.3
C 0.142 1.768 0.742 -0.4 1.1 -1.1
O -0.190 1.208 2.008 -0.5 1.0 -0.2
C -1.246 1.884 2.464 3.2 -2.1 -1.0
N -2.134 2.512 2.763 -2.3 1.4 1.0
H 3.055 -2.591 2.312 -0.7 -0.3 -0.3
H 1.326 -2.589 2.813 0.4 -0.5 -0.3
H 2.051 -4.037 1.908 -0.1 0.6 0.6
H 0.518 -2.402 0.459 0.6 -0.2 0.1
H 2.207 -2.786 -0.173 -0.7 0.1 0.5
H 3.121 -0.729 0.750 -0.8 -0.1 0.0
H 1.611 -0.371 1.617 0.2 0.0 -0.7
H 1.454 -0.826 -1.426 -0.4 0.8 0.4
H 2.437 0.563 -0.966 -0.8 -0.2 0.3
H -0.642 -1.076 -1.115 0.2 0.8 0.4
H -1.831 1.468 -2.355 0.5 -0.5 -0.3
H -0.628 0.326 -3.183 -0.4 0.4 0.6
H -2.262 -0.205 -2.769 0.6 0.3 0.5
H -1.895 -0.271 1.034 0.0 0.5 -0.7
H -2.762 0.925 -0.075 0.7 -0.4 0.3
H -3.885 -1.368 0.347 0.4 -0.1 -0.5
H -2.528 -2.081 -0.687 -0.7 0.4 0.4
H -3.696 -0.943 -1.390 0.2 0.0 0.6
H -0.595 2.571 0.493 -0.1 -1.0 0.2

Entry 2:
79
Properties=species:S:1:pos:R:3:forces:R:3 method="wB97M-V/def2-TZVPD" e_above_lowest_kj_mol=0.00 charge=+1 molar_mass_da=635.56 homo_energy_ev=-11.6 energy_ha=-2410.480748 multiplicity=1
O -6.501 5.899 2.036 -0.9 0.7 0.9
C -5.960 5.376 1.185 0.5 -0.6 -1.0
N -5.371 4.806 0.264 0.6 -0.4 0.6
C -4.140 4.218 0.691 -0.8 0.4 -0.6
C -3.156 5.026 1.196 0.4 0.4 0.2
N -2.009 4.492 1.626 -0.1 -0.2 -0.1
C -1.782 3.172 1.572 1.1 -0.2 0.2
C -0.438 2.685 2.154 -1.1 0.6 -0.2
F 0.481 3.645 1.909 0.3 -0.1 0.2
F -0.095 1.538 1.595 0.3 -0.1 0.1
C -0.605 2.491 3.680 -0.4 -0.6 0.2
F -0.982 3.641 4.253 0.3 0.0 -0.1
F -1.606 1.610 3.852 0.3 0.1 0.1
F 0.487 2.023 4.256 -0.1 0.3 -0.2
C -2.710 2.328 1.041 -0.6 0.0 0.2
C -3.908 2.859 0.594 -0.2 -0.2 -0.2
C -4.960 1.962 0.005 -0.6 -0.6 -0.2
O -5.188 1.894 -1.152 0.2 0.3 -0.1
O -5.667 1.258 0.947 0.6 0.2 0.1
H -3.293 6.092 1.274 0.2 0.1 0.0
H -1.285 5.085 2.021 0.0 0.1 -0.1
H -2.550 1.269 0.986 0.3 -0.2 0.0
H -5.217 0.413 1.094 -0.3 -0.2 0.1
O 2.571 -1.584 8.936 -0.1 -0.1 -0.1
C 2.647 -0.449 8.567 0.3 0.1 0.2
O 2.322 -0.158 7.287 -0.3 -0.2 -0.2
C 2.206 1.173 6.789 0.3 0.2 0.2
C 3.547 1.737 6.365 0.1 -0.1 0.1
C 3.169 0.645 9.470 -0.4 0.2 0.0
H 1.696 1.816 7.510 0.1 0.0 0.0
H 1.557 1.098 5.927 -0.1 -0.2 0.0
H 4.238 1.807 7.205 0.0 0.1 0.0
H 3.428 2.732 5.935 0.0 0.0 0.0
H 4.010 1.086 5.622 -0.1 0.0 0.0
H 4.257 0.626 9.450 0.0 0.0 0.0
H 2.829 0.440 10.482 0.1 -0.2 0.0
H 2.823 1.643 9.210 0.1 0.0 -0.1
O -1.386 1.056 -0.879 0.0 0.0 -0.1
C -0.759 0.232 -1.517 0.2 -0.1 0.0
O -1.366 -0.885 -1.877 -0.3 0.1 -0.1
C -0.781 -1.855 -2.777 0.2 -0.4 -0.1
C 0.130 -2.816 -2.046 0.0 0.2 0.2
C 0.702 0.427 -1.823 0.0 0.2 -0.4
H -0.281 -1.356 -3.607 0.0 0.1 0.1
H -1.617 -2.401 -3.205 -0.1 0.1 0.1
H 0.977 -2.306 -1.586 0.1 0.0 -0.1
H 0.514 -3.566 -2.735 0.0 0.0 0.0
H -0.417 -3.318 -1.247 0.0 -0.1 -0.1
H 1.285 0.120 -0.956 0.0 0.0 0.0
H 0.879 1.483 -2.017 0.0 0.0 0.2
H 1.046 -0.118 -2.696 0.0 -0.2 0.1
O -1.649 -3.808 -5.452 0.1 0.2 0.1
C -2.559 -4.569 -5.267 0.1 -0.3 -0.2
O -3.118 -4.622 -4.043 0.0 0.3 0.2
C -4.311 -5.361 -3.755 -0.1 -0.3 0.0
C -4.016 -6.817 -3.463 0.2 0.0 -0.1
C -3.029 -5.515 -6.345 -0.4 0.2 -0.1
H -5.042 -5.238 -4.555 0.1 0.0 0.0
H -4.735 -4.889 -2.871 0.1 0.1 0.0
H -3.571 -7.318 -4.323 -0.1 0.0 0.0
H -4.930 -7.345 -3.193 0.0 0.0 0.0
H -3.307 -6.899 -2.640 -0.1 0.0 0.0
H -2.376 -6.386 -6.355 0.0 0.0 0.0
H -2.954 -5.004 -7.302 0.2 0.0 0.0
H -4.060 -5.840 -6.234 0.1 -0.1 0.1
O 4.782 -2.029 -3.073 -0.1 0.0 0.1
C 5.221 -0.949 -3.349 0.0 0.0 -0.3
O 4.941 0.090 -2.533 -0.1 0.0 0.4
C 5.546 1.378 -2.656 0.0 0.2 -0.2
C 4.829 2.244 -3.672 -0.1 -0.1 -0.1
C 5.999 -0.709 -4.621 0.4 0.1 0.2
H 6.611 1.287 -2.871 0.0 0.0 -0.1
H 5.464 1.831 -1.669 0.0 -0.1 0.1
H 4.872 1.812 -4.672 0.1 0.0 0.0
H 5.272 3.239 -3.708 0.0 0.0 0.0
H 3.774 2.339 -3.408 0.0 0.0 0.1
H 5.296 -0.571 -5.441 0.0 0.0 0.0
H 6.607 -1.588 -4.817 -0.2 -0.1 0.0
H 6.672 0.145 -4.578 -0.1 0.1 -0.1

Entry 3:
113
Properties=species:S:1:pos:R:3:forces:R:3 method="wB97M-V/def2-TZVPD" molar_mass_da=1273.81 homo_energy_ev=-8.3 energy_ha=-7271.790280 multiplicity=1
Lu -0.769 -0.432 0.119 -0.1 0.4 -0.7
C -0.873 1.874 -2.553 -0.1 -0.1 0.1
N -0.734 2.002 -1.111 0.1 -0.4 0.2
C -1.768 2.904 -0.607 0.1 0.0 0.1
C -1.954 2.733 0.852 -0.1 0.1 0.1
N -2.266 1.589 1.396 0.1 -0.3 0.2
C -2.421 1.878 2.766 -0.1 -0.2 -0.1
C -2.806 1.066 3.832 0.0 0.0 0.0
C -2.855 1.630 5.091 -0.1 0.0 0.0
C -2.540 2.981 5.305 0.0 0.0 0.0
C -2.189 3.809 4.257 0.1 0.0 0.0
C -2.148 3.225 2.996 0.0 0.2 -0.2
N -1.874 3.750 1.740 0.1 0.0 0.1
C -1.950 0.870 -2.793 0.0 -0.1 -0.1
N -2.329 0.005 -1.889 -0.3 -0.2 0.4
C -3.314 -0.784 -2.512 0.2 0.1 0.3
C -4.058 -1.858 -2.029 0.0 -0.1 0.2
C -4.927 -2.481 -2.902 0.0 0.0 -0.1
C -5.071 -2.045 -4.230 0.0 0.0 0.1
C -4.353 -0.969 -4.714 0.0 0.0 0.0
C -3.480 -0.357 -3.824 0.2 0.2 -0.2
N -2.598 0.712 -3.967 -0.1 0.0 -0.2
H 0.059 1.520 -2.980 0.2 0.0 -0.1
H -1.121 2.824 -3.041 0.0 0.0 0.0
H 0.189 2.352 -0.831 0.1 0.2 0.0
H -2.711 2.634 -1.079 -0.1 0.0 -0.1
H -1.556 3.947 -0.855 0.0 0.1 0.0
H -3.052 0.026 3.689 0.0 0.1 0.0
H -3.130 1.009 5.935 0.0 0.0 0.0
H -2.572 3.381 6.310 0.0 0.0 0.0
H -1.945 4.854 4.412 0.0 -0.1 0.0
H -1.588 4.691 1.531 0.0 0.0 0.0
H -3.964 -2.191 -1.000 0.0 0.0 -0.1
H -5.508 -3.328 -2.556 0.0 0.1 0.0
H -5.763 -2.560 -4.886 0.0 0.0 0.0
H -4.467 -0.625 -5.735 0.0 0.0 0.0
H -2.434 1.249 -4.800 0.0 0.0 0.0
N 3.746 5.281 4.439 0.4 0.6 0.0
C 4.438 6.306 5.054 -0.2 -0.2 -0.2
C 4.812 6.526 6.379 0.0 0.0 0.0
C 5.516 7.684 6.639 0.0 0.0 0.0
C 5.839 8.594 5.613 0.0 -0.1 0.0
C 5.460 8.367 4.306 0.0 0.0 0.0
C 4.739 7.204 4.026 0.1 0.2 -0.2
N 4.219 6.751 2.819 0.2 0.3 0.1
C 3.645 5.623 3.119 0.0 -0.2 0.2
C 2.939 4.777 2.145 0.0 0.1 0.1
C 2.158 5.378 1.169 -0.1 0.1 -0.1
C 1.444 4.572 0.308 -0.1 -0.1 -0.2
N 1.470 3.233 0.341 0.1 0.2 0.2
C 2.255 2.669 1.264 0.0 0.2 -0.2
C 3.003 3.395 2.175 0.2 -0.1 -0.1
H 3.199 4.559 4.880 -0.1 -0.4 0.0
H 4.569 5.820 7.164 0.0 0.0 0.0
H 5.828 7.900 7.654 0.0 0.0 -0.1
H 6.398 9.488 5.861 0.0 0.0 0.0
H 5.710 9.062 3.512 0.0 0.0 0.1
H 2.104 6.457 1.102 0.0 0.0 0.0
H 0.815 5.023 -0.457 0.0 0.0 0.0
H 2.301 1.592 1.259 0.0 0.0 0.0
H 3.621 2.879 2.900 0.0 0.1 -0.2
Cl -4.598 -1.414 1.851 -0.1 0.1 -0.1
Si -2.625 -2.035 1.555 -0.2 -0.5 0.3
Cl -2.956 -4.119 1.257 -0.1 0.0 -0.1
Cl -1.829 -2.134 3.497 0.1 -0.1 0.1
N 0.212 0.333 2.070 -0.3 -0.1 -0.3
C 0.357 0.618 3.184 0.2 0.4 0.4
C 0.609 1.026 4.486 0.2 0.3 0.3
C 1.445 2.168 4.685 -0.2 -0.4 0.0
N 2.153 3.073 4.820 -0.7 -0.7 0.4
C 0.079 0.327 5.614 0.2 0.1 -0.3
N -0.330 -0.220 6.544 0.0 0.1 -0.2
N -1.031 -6.554 -4.853 0.0 -0.1 0.0
C -0.921 -7.154 -6.093 0.0 0.0 0.2
C -1.036 -8.478 -6.514 0.0 0.0 0.0
C -0.861 -8.712 -7.863 0.0 0.0 0.0
C -0.580 -7.665 -8.762 0.0 0.0 0.0
C -0.468 -6.359 -8.331 0.0 0.0 0.0
C -0.643 -6.103 -6.969 0.1 0.3 -0.1
N -0.579 -4.900 -6.275 0.0 -0.1 -0.2
C -0.813 -5.213 -5.034 0.0 0.1 0.2
C -0.836 -4.237 -3.929 0.0 -0.3 -0.1
C -1.239 -4.560 -2.641 -0.1 -0.1 0.0
C -1.219 -3.584 -1.659 0.0 0.0 -0.2
N -0.820 -2.332 -1.883 0.2 0.1 0.4
C -0.436 -2.032 -3.129 -0.1 0.2 0.0
C -0.436 -2.930 -4.171 0.1 0.1 -0.1
H -1.192 -7.021 -3.980 0.0 0.0 0.0
H -1.250 -9.285 -5.824 0.0 0.0 0.0
H -0.942 -9.724 -8.240 0.0 0.0 0.0
H -0.448 -7.896 -9.812 0.0 0.0 0.1
H -0.248 -5.547 -9.016 0.0 -0.1 0.1
H -1.598 -5.549 -2.375 0.0 0.1 0.0
H -1.558 -3.824 -0.664 0.0 0.0 0.0
H -0.110 -1.011 -3.303 0.0 -0.1 0.0
H -0.113 -2.638 -5.162 0.0 0.0 0.1
C 1.929 -4.353 1.505 0.1 0.0 0.1
C 2.814 -3.137 1.778 0.0 -0.1 0.0
C 1.780 -2.086 2.102 0.0 -0.2 0.0
O 0.721 -2.330 1.136 -0.3 0.3 -0.3
C 0.743 -3.743 0.771 0.0 0.1 0.3
H 1.607 -4.798 2.448 0.0 0.0 0.0
H 2.415 -5.122 0.905 0.0 0.0 0.0
H 3.360 -2.851 0.877 0.0 0.0 0.1
H 3.521 -3.283 2.595 0.0 0.0 0.0
H 2.128 -1.067 1.989 0.0 0.0 -0.1
H 1.369 -2.218 3.105 -0.1 0.0 0.1
H 0.865 -3.804 -0.301 0.1 0.0 -0.1
H -0.205 -4.191 1.066 0.0 0.0 0.0
Cl 2.490 -2.412 -1.881 0.0 0.0 0.0
Si 1.922 -0.497 -1.138 0.4 -0.1 -0.4
Cl 2.308 0.611 -2.942 -0.1 0.1 0.1
Cl 3.707 -0.068 -0.103 0.0 0.0 0.1

Entry 4:
90
Properties=species:S:1:pos:R:3:forces:R:3 method="wB97M-V/def2-TZVPD" e_above_lowest_kj_mol=323.74 charge=+2 s2=8.795 molar_mass_da=853.76 homo_energy_ev="-13.4 / -13.5" energy_ha=-2458.405512 multiplicity=6
Pd -0.254 0.234 0.762 0.2 0.0 0.7
O 2.417 -0.295 0.413 -0.2 -0.9 0.2
C 2.847 -1.029 1.577 0.2 -0.2 0.2
C 3.277 -0.028 2.616 -0.1 0.2 0.0
C 2.152 0.950 2.972 0.0 -0.2 0.0
C 0.972 0.288 3.629 -0.3 0.1 0.1
C 1.059 -0.139 4.948 0.0 0.0 0.1
C -0.038 -0.703 5.570 0.0 0.0 0.1
C -1.232 -0.808 4.872 0.0 0.0 0.1
C -1.265 -0.377 3.567 0.1 0.0 0.0
N -0.187 0.135 2.957 0.6 -0.1 -0.2
H 2.213 -0.940 -0.273 -0.2 -0.4 0.0
H 3.676 -1.689 1.325 0.0 0.0 -0.1
H 2.016 -1.640 1.947 0.0 0.0 -0.1
H 4.124 0.545 2.235 0.0 0.0 0.1
H 3.613 -0.575 3.499 0.0 0.0 0.0
H 1.820 1.458 2.071 0.0 0.1 -0.1
H 2.546 1.711 3.646 -0.1 0.0 0.1
H 1.992 -0.009 5.483 0.0 0.0 0.0
H 0.029 -1.044 6.595 0.0 0.0 0.0
H -2.120 -1.227 5.325 0.0 0.0 0.0
H -2.167 -0.456 2.978 0.0 0.0 -0.1
C -1.255 5.073 0.504 0.0 0.0 0.0
N -0.142 4.238 0.034 -0.1 0.0 0.1
C 0.830 4.710 -0.794 0.1 0.0 0.0
C 1.827 3.923 -1.254 0.0 0.1 0.0
C 1.827 2.558 -0.850 0.4 -0.3 -0.1
N 0.851 2.103 -0.062 -0.5 -0.4 0.2
C -0.112 2.917 0.416 0.0 0.3 -0.1
O -0.961 2.443 1.189 -0.2 -0.1 -0.1
N 2.773 1.699 -1.212 -0.2 0.5 -0.5
H -1.059 6.108 0.239 0.0 0.0 0.0
H -1.350 4.983 1.583 0.0 0.0 0.0
H -2.185 4.746 0.041 0.0 0.0 0.0
H 0.766 5.757 -1.056 -0.1 0.0 0.0
H 2.601 4.319 -1.895 -0.1 0.0 0.0
H 3.532 1.980 -1.808 0.0 0.1 0.0
H 2.764 0.767 -0.813 0.3 0.4 0.1
O -1.793 -3.110 -0.470 0.5 0.4 0.4
N -1.055 -2.322 0.081 -0.6 -0.3 0.2
O -1.311 -1.866 1.256 0.0 0.3 -0.7
O -0.029 -1.847 -0.478 0.2 0.5 -0.1
C -1.024 0.511 -2.559 -0.1 0.0 0.0
C -2.225 0.152 -1.730 0.1 -0.6 -0.5
O -3.266 -0.251 -2.283 0.2 0.2 -0.1
N -2.250 0.322 -0.391 -0.2 0.4 -0.2
Te -4.281 -0.766 0.056 -1.1 -0.1 0.5
C -6.106 -1.960 0.588 0.3 0.0 -0.1
C -6.980 -1.489 1.567 0.2 0.2 0.0
C -6.724 -0.273 2.421 0.0 -0.1 -0.2
C -8.157 -2.212 1.733 0.0 0.0 0.0
C -8.420 -3.371 1.014 -0.1 -0.1 0.0
C -9.691 -4.144 1.226 0.1 0.0 -0.1
C -7.472 -3.824 0.097 -0.1 0.0 0.0
C -6.286 -3.145 -0.132 0.2 0.1 -0.1
C -5.276 -3.684 -1.115 0.0 0.1 0.3
C -5.260 1.073 -0.273 0.1 0.1 -0.2
C -4.950 2.193 0.510 0.1 -0.2 0.2
C -4.180 2.110 1.804 -0.2 0.1 -0.1
C -5.456 3.426 0.116 -0.1 0.1 0.0
C -6.247 3.568 -1.014 -0.1 0.1 0.0
C -6.762 4.913 -1.448 0.0 -0.1 0.0
C -6.566 2.427 -1.747 0.0 0.1 0.0
C -6.092 1.171 -1.408 0.1 -0.2 0.0
C -6.464 -0.012 -2.270 0.2 0.1 0.1
H -0.923 -0.219 -3.360 0.0 0.0 0.0
H -0.119 0.524 -1.957 0.1 0.0 0.0
H -1.179 1.494 -3.007 0.0 0.0 0.0
H -5.672 -0.217 2.704 0.0 0.0 0.1
H -7.320 -0.308 3.331 0.0 0.0 0.0
H -6.983 0.640 1.882 0.0 0.0 0.0
H -8.879 -1.861 2.462 0.0 0.0 0.0
H -10.314 -3.693 1.996 0.0 0.0 0.0
H -9.470 -5.173 1.515 0.0 0.0 0.0
H -10.267 -4.189 0.300 0.0 0.0 0.0
H -7.661 -4.738 -0.457 0.0 0.0 0.0
H -5.713 -4.460 -1.740 0.0 0.0 0.0
H -4.422 -4.116 -0.589 0.0 0.0 0.0
H -4.891 -2.898 -1.768 0.0 0.0 -0.1
H -3.392 1.364 1.767 0.2 -0.1 0.0
H -4.856 1.866 2.628 0.0 0.0 0.0
H -3.709 3.060 2.043 0.0 0.0 0.0
H -5.245 4.297 0.729 0.0 -0.1 0.0
H -6.492 5.696 -0.740 0.0 0.0 0.0
H -7.849 4.895 -1.543 0.0 0.0 0.0
H -6.361 5.178 -2.428 0.0 0.0 0.0
H -7.194 2.526 -2.627 0.0 0.0 0.1
H -7.173 0.282 -3.041 0.0 0.0 0.0
H -6.919 -0.804 -1.677 -0.1 0.0 0.0
H -5.583 -0.419 -2.770 0.0 0.0 0.0

Entry 5:
63
Properties=species:S:1:pos:R:3:forces:R:3 method="wB97M-V/def2-TZVPD" e_above_lowest_kj_mol=0.00 charge=+3 s2=2.044 molar_mass_da=699.98 homo_energy_ev="-16.7 / -16.7" energy_ha=-1686.848936 multiplicity=3
Mo -1.034 0.444 -0.236 0.1 0.0 -0.2
C 1.550 3.166 1.141 0.1 0.0 0.0
Sb 1.504 1.073 0.812 -0.1 0.1 0.0
C 1.967 0.109 2.633 0.0 0.0 0.0
C 2.969 0.517 -0.655 0.1 -0.1 -0.1
C 3.557 -0.827 -0.341 0.0 0.0 0.0
C 4.663 -0.879 0.510 0.0 0.0 0.0
C 5.275 -2.080 0.820 0.0 0.0 0.0
C 4.786 -3.258 0.271 0.0 0.0 0.0
C 3.692 -3.218 -0.578 0.0 0.0 0.0
C 3.060 -2.017 -0.896 0.1 0.1 0.1
C 1.884 -2.053 -1.828 0.0 0.0 0.0
Sb 0.044 -2.154 -0.729 0.0 0.1 0.0
C -1.303 -3.265 -1.938 0.0 0.0 0.0
C 0.498 -3.427 0.902 0.0 0.0 0.0
H 0.766 3.450 1.840 0.0 0.0 0.0
H 1.429 3.693 0.195 0.0 0.0 0.0
H 2.522 3.421 1.563 0.0 0.0 0.0
H 3.002 0.344 2.881 0.0 0.0 0.0
H 1.866 -0.968 2.516 0.0 0.0 0.0
H 1.312 0.476 3.421 0.0 0.0 0.0
H 3.727 1.301 -0.606 0.0 0.0 0.1
H 2.481 0.585 -1.626 0.0 0.0 0.0
H 5.075 0.044 0.905 0.0 0.0 0.0
H 6.142 -2.096 1.466 0.0 0.0 0.0
H 5.269 -4.201 0.487 0.0 0.0 0.0
H 3.339 -4.138 -1.029 0.0 0.0 0.0
H 1.910 -2.952 -2.443 -0.1 0.0 0.0
H 1.821 -1.200 -2.502 0.0 0.0 0.0
H -0.820 -4.204 -2.203 0.0 0.0 0.0
H -1.536 -2.715 -2.847 0.0 0.0 0.0
H -2.215 -3.483 -1.385 0.0 0.0 0.0
H 0.600 -4.444 0.525 0.0 0.0 0.0
H -0.292 -3.403 1.650 0.0 0.0 0.0
H 1.446 -3.123 1.344 0.0 0.0 0.0
O 0.447 2.833 -2.902 -0.1 0.0 -0.1
C -0.368 2.433 -2.155 0.1 0.1 0.0
O -0.482 1.044 -1.888 0.1 -0.1 0.2
C -1.313 3.211 -1.308 0.0 0.0 0.0
C -1.640 4.521 -1.573 0.0 0.0 0.0
C -2.525 5.159 -0.705 0.0 0.0 0.0
C -3.019 4.460 0.387 0.0 0.0 0.0
C -2.627 3.146 0.589 0.0 0.0 0.0
N -1.788 2.525 -0.249 0.0 0.0 0.0
H -1.219 5.020 -2.437 0.0 0.0 0.0
H -2.821 6.184 -0.881 0.0 0.0 0.0
H -3.707 4.924 1.081 0.0 0.0 0.0
H -2.995 2.575 1.431 0.0 0.0 0.0
C -1.825 -0.362 2.505 0.1 0.0 0.0
C -2.927 -0.941 1.646 0.0 0.0 0.1
O -2.921 -0.191 0.398 -0.1 0.0 0.0
C -4.020 -0.555 -0.529 0.0 0.0 0.0
C -3.794 0.104 -1.863 0.0 0.0 0.1
H -1.539 -1.058 3.294 -0.1 0.0 0.0
H -2.097 0.588 2.963 0.0 0.0 0.0
H -0.871 -0.221 1.942 -0.1 -0.1 0.0
H -3.908 -0.830 2.106 0.0 0.0 0.0
H -2.759 -1.995 1.412 0.0 0.0 0.0
H -4.937 -0.220 -0.046 0.0 0.0 0.0
H -4.017 -1.643 -0.602 0.0 0.0 0.0
H -3.795 1.191 -1.786 0.0 0.0 0.0
H -4.613 -0.173 -2.527 0.0 0.0 0.0
H -2.874 -0.247 -2.345 0.0 0.0 0.0

Entry 6:
8
Properties=species:S:1:pos:R:3:forces:R:3 method="wB97M-V/def2-TZVPD" e_above_lowest_kj_mol=307.29 molar_mass_da=103.04 homo_energy_ev=-10.9 smiles="N#CNO[N+](=O)[O-]" energy_ha=-428.447448 multiplicity=1
N 0.342 -2.530 0.452 0.2 -1.1 0.2
C 0.071 -1.416 0.395 -0.2 0.4 -0.1
N -0.185 -0.150 0.290 -3.7 2.1 0.9
O -1.633 0.419 0.746 4.0 -0.9 0.0
N -2.710 -0.033 -0.041 0.8 -0.3 -0.5
O -2.452 -0.720 -0.961 0.1 -0.8 -1.0
O -3.726 0.380 0.377 -1.0 0.5 0.6
H 0.381 0.608 -0.037 -0.1 0.1 -0.1